28
Properties=species:S:1:pos:R:3:mulliken_charge:R:1 method="wB97M-V/def2-TZVPD" total_charge=+1 homo_ev="-11.4 / -10.0" gap_ev="8.20 / 4.54"
H -5.283 1.189 0.858 0.417
C -1.849 1.041 1.638 -0.457
H 1.331 -1.816 0.811 0.350
H -3.384 2.021 2.587 0.363
H -2.345 -1.165 -0.977 0.369
C -1.598 -0.053 0.722 0.288
H 5.034 -1.146 -1.914 0.297
N 3.067 -0.858 -2.495 0.245
H 4.327 1.371 1.299 0.159
H -1.237 1.029 2.513 0.363
C -3.326 1.149 1.986 -0.765
H -3.633 0.313 2.715 0.253
S 4.952 0.477 0.554 -0.309
C -3.947 -0.099 -0.080 -0.530
H -3.999 2.100 0.149 0.252
H 3.051 -0.928 -3.514 0.275
H -1.724 2.128 1.120 0.250
N -0.483 -0.684 0.664 0.034
H -4.793 -0.402 -0.622 0.451
C -4.206 1.107 0.817 -0.587
C -2.666 -0.547 -0.158 -0.397
C 4.088 -1.625 -1.872 -0.770
H 3.904 -1.863 -0.792 0.284
N 2.195 -0.196 -1.868 -0.469
H 4.274 -2.621 -2.420 0.297
C 0.630 -1.075 0.431 -0.036
H 1.468 0.113 -2.437 0.213
H 6.152 1.039 0.286 0.162


54
Properties=species:S:1:pos:R:3:mulliken_charge:R:1 method="wB97M-V/def2-TZVPD" total_charge=-2 homo_ev="-1.4 / -1.4" gap_ev="5.50 / 5.51"
C -1.096 -2.501 -0.087 0.028
H -3.463 1.326 4.370 0.361
C 0.764 2.310 2.471 -0.024
H 2.056 2.752 -2.555 0.419
C -2.781 0.932 3.616 -0.765
S 0.292 2.052 0.817 -0.342
W 0.807 -0.265 0.415 1.687
C -1.920 -1.344 -0.026 -0.244
C -1.794 -0.042 4.268 -0.427
O 2.639 -1.273 0.088 -0.794
O -1.289 -0.224 0.174 -0.256
C 2.479 -2.724 -1.686 -0.338
S 0.987 0.182 -1.916 -0.396
C 0.977 2.846 -2.593 -0.181
H -1.791 0.993 -2.038 0.298
O 1.092 4.050 5.861 -0.654
H 0.998 4.919 -3.129 0.332
C 3.948 -2.588 -3.542 -0.139
H 2.361 -4.073 -3.310 0.421
H 1.658 -3.102 -1.095 0.606
N -0.165 -0.806 2.394 -0.370
H -2.309 -0.876 4.746 0.341
C 4.561 -1.521 -2.957 -0.718
C -0.880 -0.557 3.253 0.414
H -1.189 0.458 5.027 0.226
H -3.356 0.438 2.834 0.158
H 4.288 -2.945 -4.508 0.336
C -3.873 -2.726 -0.429 0.250
Cl -4.259 -0.032 -0.091 -0.213
N 3.085 -1.651 -1.129 0.370
C 0.200 1.729 -2.287 -0.151
C -1.188 1.851 -2.305 0.004
S 4.940 0.285 -0.946 -0.393
C -3.070 -3.850 -0.509 0.392
H -2.240 1.759 3.158 0.166
H 5.388 -1.010 -3.428 0.375
C 2.880 -3.224 -2.888 -0.783
C 1.711 1.541 3.040 0.095
S 2.464 0.248 2.169 -0.341
C 4.160 -0.999 -1.689 0.099
H -1.473 5.121 -3.160 0.344
Cl -3.772 -5.409 -0.813 -0.255
C -1.682 -3.735 -0.340 0.130
C -1.005 4.171 -2.923 -0.298
C -1.785 3.064 -2.618 -0.693
O 0.168 -2.287 0.107 -0.916
Cl -5.594 -2.857 -0.618 -0.257
Cl -0.641 -5.121 -0.447 -0.244
C -3.291 -1.470 -0.189 0.341
C 1.144 3.371 4.859 0.580
C 0.379 4.057 -2.908 -0.598
H -2.866 3.145 -2.611 0.356
S 2.192 1.962 4.674 -0.201
S 0.153 3.650 3.423 -0.136


21
Properties=species:S:1:pos:R:3:mulliken_charge:R:1 method="wB97M-V/def2-TZVPD" total_charge=0 smiles="O=[PH2]c1c(O)ccc2nc(S)cnc12" homo_ev=-9.0 gap_ev=7.14
C -2.377 -0.815 0.036 0.217
H 4.361 3.087 -1.611 0.173
H -3.903 1.055 -0.601 0.304
O -3.444 -1.820 0.167 -0.482
C 2.819 0.596 0.304 -0.168
H 3.950 0.345 0.483 0.359
C -2.780 0.730 -0.394 -0.365
C 0.394 -0.055 0.195 0.355
C -1.562 1.822 -0.510 -0.353
S 3.810 3.362 -0.325 -0.249
N 1.803 -0.498 0.470 -0.374
P -0.257 -2.988 0.810 0.362
H -1.113 -3.988 0.167 0.067
C 0.052 1.475 -0.241 0.372
N 1.008 2.622 -0.418 -0.455
O -0.221 -3.198 2.407 -0.638
C -0.806 -1.188 0.326 -0.005
H -3.388 -2.368 -0.676 0.343
H -1.851 2.939 -0.805 0.288
H 1.116 -3.214 0.363 0.104
C 2.390 2.098 -0.148 0.146


134
Properties=species:S:1:pos:R:3:mulliken_charge:R:1 method="wB97M-V/def2-TZVPD" total_charge=0 smiles="COCCCCCCC[PH](C[C@@H]1CO1)(CC(N)(N)N)P(O)I.O=C1OC[C@@H](F)O1.O=C1OC[C@@H](F)O1.O=C1OC[C@@H](F)O1.O=C1OC[C@@H](F)O1.O=C1OC[C@@H](F)O1.O=C1OC[C@@H](F)O1.O=C1OC[C@@H](F)O1.O=C1OC[C@@H](F)O1" homo_ev=-7.1 gap_ev=7.23
O 8.739 0.533 -0.759 -0.329
H -5.314 -5.261 5.864 0.029
O 9.809 8.867 -2.894 -0.317
H 0.381 -2.808 4.522 0.223
C -0.611 -4.421 3.487 0.677
C 9.398 8.336 -1.651 -0.299
C 8.107 7.673 -1.994 0.359
H -4.304 -5.415 4.408 0.222
C -5.890 -1.443 0.546 -0.415
O -6.772 -6.117 8.089 -0.273
C -6.345 -3.912 3.248 0.656
H 6.076 2.261 -0.251 0.256
H -2.442 -5.968 -2.684 0.299
O 8.491 4.218 1.271 -0.187
F 7.071 -0.382 0.422 -0.295
C -6.185 -7.234 7.575 0.680
O 8.648 9.535 -4.749 -0.523
O -0.217 2.118 3.613 -0.325
H 2.021 1.453 -3.252 0.264
H 1.037 -1.425 -0.667 0.201
H -0.519 4.005 2.809 0.291
H 3.613 -1.624 -2.423 0.241
O 9.753 1.848 -2.326 -0.558
P -4.569 -1.578 -3.874 0.222
H 0.662 0.415 -0.518 -0.206
F -8.271 -5.807 9.724 -0.278
H 7.957 1.338 0.962 -0.061
H -6.625 -0.525 0.534 0.320
F 7.252 7.713 -0.948 -0.302
H 0.579 2.937 1.905 0.257
C -0.945 6.028 -4.060 0.314
C 0.799 -0.424 -2.704 0.436
H -2.482 2.767 2.116 0.204
C 6.714 1.575 -0.815 -0.308
H 9.629 6.180 3.550 0.284
H -2.677 -0.897 -2.166 0.209
F -0.581 5.239 -5.096 -0.292
O 2.763 -0.188 -0.974 -0.257
H 0.226 2.853 -2.507 0.184
C -7.704 -7.971 9.029 -0.460
O -0.514 -5.800 3.759 -0.313
O 0.109 -6.882 5.670 -0.544
H -1.490 0.907 -1.812 -0.162
P -3.465 -1.578 -5.750 0.428
H 8.142 6.210 1.639 0.326
C 1.313 -0.364 -1.141 -0.043
H 1.025 0.767 -4.721 0.300
H -7.246 -8.050 10.021 0.285
O 0.683 -4.695 5.326 -0.320
H -0.276 -0.885 -2.710 -0.546
C 3.516 -1.420 -1.256 -0.474
O -1.414 1.012 2.046 -0.165
H -3.864 -6.076 -3.558 0.329
C 8.677 9.008 -3.649 0.579
F 9.871 5.877 0.673 -0.290
H 1.500 -1.229 -3.240 0.339
C -1.631 1.545 -2.808 -0.362
N -2.317 -4.511 -4.675 -0.456
H -2.899 1.234 -4.660 0.228
O -0.100 7.662 -2.737 -0.322
C -1.511 2.392 1.774 0.214
H 4.625 -1.299 -0.855 0.095
I -4.243 -3.307 -7.358 -0.226
H -6.256 -0.346 -2.308 0.434
H -1.254 -3.228 -2.859 0.158
O -0.791 -0.070 3.957 -0.564
H -5.495 -2.858 5.626 0.203
O 8.855 4.256 3.501 -0.309
H 10.673 4.935 2.826 0.282
C 0.095 -5.880 4.975 0.650
C -2.380 0.514 -3.898 -0.591
C -7.992 -6.562 8.637 0.297
C -5.844 -1.436 -2.403 -1.373
H -4.068 0.392 -2.393 0.393
N -2.189 -3.460 -2.458 -0.314
O -3.927 -0.102 -6.631 -0.506
H -4.521 0.439 -6.033 0.338
O -6.288 -5.020 4.048 -0.302
F -0.493 -4.241 2.152 -0.292
H 9.277 9.151 -0.930 0.285
C 8.974 5.498 1.610 0.284
C 7.629 0.797 0.068 0.722
H -1.461 -0.089 -4.362 0.241
C 8.785 1.576 -1.636 0.616
C -3.388 -0.394 -2.983 -0.297
H -8.790 -6.457 7.895 0.308
C -0.180 2.094 -3.316 -0.084
O 7.615 2.284 -1.641 -0.299
H 3.091 -2.389 -0.748 0.251
C -5.139 -4.869 4.858 -0.060
C -4.560 -3.471 -3.674 -0.976
H -5.557 -1.940 1.553 0.081
C -0.343 2.973 2.495 -0.320
O 7.586 8.482 -3.025 -0.305
H -2.776 -5.237 -5.267 0.293
C -4.964 -1.761 -0.889 0.487
C -0.182 6.484 -2.047 0.556
H 10.137 7.630 -1.263 0.194
C 0.979 0.967 -3.545 -0.717
C -0.805 0.933 3.262 0.538
C 9.639 5.282 2.926 -0.434
H 1.479 -3.876 3.618 0.275
H 0.771 7.251 -4.552 0.286
H -4.184 -2.744 -0.870 0.075
H -2.036 6.118 -4.026 0.280
O -7.158 -3.757 2.352 -0.544
C -4.933 -3.393 4.853 0.179
O -6.770 -8.377 8.049 -0.313
C 0.557 -3.840 4.208 -0.331
O -4.654 -0.508 -0.006 -0.398
O -5.257 -7.218 6.785 -0.533
H 6.079 0.934 -1.436 0.259
H -1.582 -4.046 3.829 -0.007
F -1.393 2.572 0.439 -0.157
O -0.481 5.438 -2.867 -0.118
H -2.391 2.408 -2.510 0.400
H -1.326 -4.739 -4.442 0.221
H -2.086 -3.983 -1.550 0.210
F -3.618 -3.089 4.947 -0.202
H -5.670 -1.002 -4.667 -0.016
O -5.388 -3.000 3.578 -0.247
H -5.215 -3.799 -2.729 0.397
H -0.789 8.100 -4.644 0.278
H -0.321 2.710 -4.305 0.089
O -0.013 6.383 -0.843 -0.542
H 8.212 6.643 -2.352 0.339
C 8.252 3.602 2.462 0.592
C -0.226 7.332 -4.106 -0.427
N -3.410 -5.532 -2.767 -0.804
C -3.100 -4.170 -3.430 0.356
H -5.086 -4.070 -4.564 0.430
H -6.698 -2.230 -2.463 0.367
H -8.597 -8.601 9.004 0.270
O 7.577 2.594 2.588 -0.576


21
Properties=species:S:1:pos:R:3:mulliken_charge:R:1 method="wB97M-V/def2-TZVPD" total_charge=0 homo_ev="-6.3 / -7.5" gap_ev="5.97 / 7.25"
H -2.611 -1.835 1.610 0.252
C 4.097 -0.751 -1.017 -0.192
H 2.781 2.102 0.031 0.504
H -3.631 -1.919 0.234 0.314
C 1.587 0.384 -0.676 0.033
C -3.272 1.172 1.344 -0.897
C 1.870 -0.727 -1.518 -0.175
C 3.972 0.398 -0.304 -0.251
H -1.977 -2.537 -0.112 0.304
N -0.870 0.852 -0.067 -0.211
C 2.782 1.123 -0.253 -0.588
N 3.090 -1.178 -1.802 -0.538
H -3.209 2.320 1.054 0.241
H -2.496 1.013 2.174 0.269
Si -2.462 0.066 -0.021 0.395
H -4.247 0.932 1.760 0.359
Cl -3.009 0.358 -1.872 -0.235
H 5.037 -1.412 -0.994 0.312
H 4.909 0.722 0.262 0.257
C 0.305 0.704 -0.285 0.718
C -2.644 -1.788 0.452 -0.872


19
Properties=species:S:1:pos:R:3:mulliken_charge:R:1 method="wB97M-V/def2-TZVPD" spin_multiplicity=2 total_charge=+1 homo_ev="-13.5 / -13.8" s2=0.756 gap_ev="10.17 / 7.43"
O 2.263 -2.018 2.169 -0.608
H 1.738 -0.521 -2.476 0.301
H -0.116 -0.535 2.082 0.283
C 0.731 0.628 0.429 0.528
H -5.062 -1.492 -2.137 0.321
O -5.108 -0.659 -2.621 -0.648
C -0.310 0.330 1.471 -1.102
H 2.518 -1.545 1.362 0.325
C 1.086 -0.263 -0.586 -0.133
H 1.513 -1.467 2.426 0.299
H 1.434 1.045 -2.076 0.280
H -1.245 0.202 0.923 0.299
H 0.882 -1.321 -0.519 0.499
N 1.718 0.139 -1.701 -0.453
N 1.241 1.856 0.403 -0.410
H 0.785 2.619 0.905 0.247
H -5.834 -0.211 -2.169 0.328
H -0.344 1.145 2.182 0.388
H 2.109 2.069 -0.066 0.255


16
Properties=species:S:1:pos:R:3:mulliken_charge:R:1 method="wB97M-V/def2-TZVPD" total_charge=0 smiles="C=C/B=C/C.C=O" homo_ev=-7.9 gap_ev=8.41
C 2.891 0.209 0.156 -0.439
H -1.296 -2.875 -0.133 0.232
H -0.386 -1.662 -1.392 0.308
O 0.208 -1.682 0.526 -0.359
H -0.931 2.224 -0.440 0.155
C -0.376 -2.134 -0.405 -0.224
C 1.913 0.992 -0.234 -0.174
C -2.256 0.485 0.396 -1.186
H -2.796 -0.086 -0.347 0.352
H -3.097 1.094 0.815 0.324
H 2.337 1.923 -0.752 0.165
C -0.950 1.146 0.017 0.065
H 2.580 -0.649 0.897 0.174
H 3.971 0.435 -0.190 0.222
B 0.436 0.946 -0.007 0.069
H -2.247 -0.367 1.093 0.316


19
Properties=species:S:1:pos:R:3:mulliken_charge:R:1 method="wB97M-V/def2-TZVPD" total_charge=0 smiles=Nn1cnnc1S.CCF homo_ev=-9.1 gap_ev=9.43
S -4.050 -0.457 0.444 -0.290
H 2.475 0.964 -1.044 0.275
C 2.187 -0.459 0.546 0.151
N -2.508 1.811 0.195 -0.488
C -2.614 0.513 0.175 0.572
H 1.172 -0.748 0.245 -0.034
F 2.082 0.514 1.530 -0.279
H 0.496 0.860 -0.465 -0.161
C -0.552 0.992 -0.241 0.607
H 2.680 -1.333 0.987 0.284
H -1.276 -1.882 0.663 0.249
N -1.070 -1.407 -0.212 -0.954
N -1.188 2.114 -0.071 -0.445
H 3.978 0.379 -0.306 0.328
H -4.828 0.616 0.642 0.167
H 3.064 -0.672 -1.410 0.287
C 2.974 0.086 -0.624 -0.950
H -1.616 -1.829 -0.958 0.262
N -1.407 -0.065 -0.097 0.417